(a)
A cluster of 2 separate species, C3H11N3 in total. Source: OMol25; level of theory: ωB97M-V with the def2-TZVPD basis set.

Structure (XYZ):
```
17
Properties=species:S:1:pos:R:3:mulliken_charge:R:1
H -2.488 -1.393 0.782 0.268
N 2.101 1.593 -0.253 -0.685
N 0.705 2.802 1.363 -0.536
H 1.299 2.824 2.180 0.202
H -0.336 -1.875 0.448 0.198
N -2.277 -1.470 -0.206 -0.536
H 2.787 0.997 0.200 0.227
H -3.022 -2.043 -0.587 0.219
H -1.327 -3.357 -1.997 0.226
H 0.014 1.512 -0.107 0.318
C 0.859 1.607 0.586 -0.262
H 0.843 0.688 1.178 0.215
H 0.428 -3.163 -1.366 0.242
H 0.844 3.608 0.773 0.248
C -1.017 -2.069 -0.377 0.119
C -0.619 -2.939 -1.298 -0.734
H 1.861 1.036 -1.068 0.272
```

Output
structure (SMILES)	C=CN.NCN
total charge	0
HOMO	-8.723	eV

(b)
A cluster of 2 separate species, C3H11N3 in total. Source: OMol25; level of theory: ωB97M-V with the def2-TZVPD basis set.

Structure (XYZ):
```
17
Properties=species:S:1:pos:R:3:mulliken_charge:R:1
H -1.237 -4.010 0.775 0.284
H -0.194 3.373 1.345 0.237
C -0.645 4.857 0.271 0.141
H 0.413 5.666 -1.288 0.235
H -1.547 5.110 0.832 0.273
H 0.801 -2.055 0.500 0.230
C -0.166 -3.847 1.050 -0.826
N 0.169 3.932 0.571 -0.668
N -0.392 5.775 -0.703 -0.415
H 0.396 -4.418 -1.265 0.307
H -1.087 6.448 -0.989 0.198
H 0.162 -4.879 0.953 0.286
N 0.251 -2.804 0.098 -0.312
C 0.778 -3.413 -1.132 -0.784
H 0.532 -2.773 -1.980 0.259
H -0.110 -3.526 2.086 0.310
H 1.879 -3.435 -1.126 0.246
```

Output
structure (SMILES)	[H]/N=C/N.CNC
total charge	0
HOMO	-8.281	eV

(c)
A cluster of 2 separate species, C3H11N3 in total. Source: OMol25; level of theory: ωB97M-V with the def2-TZVPD basis set.

Structure (XYZ):
```
17
Properties=species:S:1:pos:R:3:mulliken_charge:R:1
H -0.057 -1.641 -2.368 0.228
H -0.434 -2.041 -0.060 0.165
C 1.911 0.891 1.096 -0.918
N -0.785 -1.102 0.090 -0.098
H 1.846 1.974 1.186 0.241
H 2.023 0.610 0.062 0.197
N -1.117 1.022 -0.977 -0.599
C -0.650 -0.301 -0.949 0.497
H -1.748 1.191 -0.214 0.277
H 1.019 0.434 1.504 0.136
H 0.074 -0.045 -2.795 0.251
H -1.651 -1.730 1.855 0.249
H -0.374 1.705 -0.931 0.246
C -1.247 -0.873 1.350 -0.840
H 2.778 0.543 1.657 0.315
N 0.167 -0.705 -2.033 -0.532
H -1.754 0.067 1.527 0.185
```

Output
total charge	0
HOMO (spin up / spin down)	-5.842 / -5.841	eV

Which structure is most stable? (a), by 5.2 kJ/mol over the runner-up.

(a)
A cluster of 2 separate species, C3H4BrFO in total. Source: OMol25; level of theory: ωB97M-V with the def2-TZVPD basis set.

Structure (XYZ):
```
10
Properties=species:S:1:pos:R:3:mulliken_charge:R:1
C -0.732 -0.400 0.256 -0.190
H 0.021 -1.103 -0.301 0.324
F -3.485 -1.183 -1.076 -0.196
C -0.277 1.002 0.350 -0.834
H 0.482 1.380 -0.355 0.323
H 0.442 1.041 1.232 0.329
C -2.449 -0.404 -1.499 0.402
O -2.529 0.149 -2.548 -0.407
H -1.140 1.737 0.557 0.263
Br -1.625 -1.318 1.634 -0.014
```

Output
total charge	0
HOMO (spin up / spin down)	-9.070 / -9.073	eV

(b)
A cluster of 2 separate species, C3H4BrFO in total. Source: OMol25; level of theory: ωB97M-V with the def2-TZVPD basis set.

Structure (XYZ):
```
10
Properties=species:S:1:pos:R:3:mulliken_charge:R:1
H 3.186 0.539 0.797 0.318
F -1.716 0.481 -1.613 -0.236
Br 2.206 -1.512 -0.163 -0.116
C -3.051 -0.385 0.254 0.598
H -0.908 -0.348 0.091 0.096
O -4.049 -0.690 0.730 -0.286
C 2.306 0.340 0.231 -0.796
C -1.913 -0.077 -0.342 -0.181
H 2.471 0.858 -0.628 0.303
H 1.470 0.794 0.643 0.298
```

Output
structure (SMILES)	O=C=CF.CBr
total charge	0
HOMO	-9.401	eV

Which structure is most stable? (b), by 68.1 kJ/mol over the runner-up.

(a)
A structure of composition C13H11BIrN3O6. Source: OMol25; level of theory: ωB97M-V with the def2-TZVPD basis set.

Structure (XYZ):
```
35
Properties=species:S:1:pos:R:3:mulliken_charge:R:1
H 2.194 1.374 3.919 -0.116
H 0.958 3.196 0.467 0.465
Ir 0.280 0.180 0.107 1.543
C -0.979 -2.579 -2.915 -0.517
C 0.100 -3.892 -1.193 -0.309
H 1.999 5.057 1.757 0.413
C -0.754 -1.475 -2.139 0.201
O -0.819 0.796 -1.564 -0.722
C -1.221 -0.070 -2.449 0.418
C -0.515 -3.815 -2.446 1.096
N -0.117 -1.561 -0.972 -0.380
C 0.062 3.658 4.136 -0.623
H 3.919 2.138 3.167 -0.115
H 0.439 -4.824 -0.757 0.467
H -1.161 1.909 3.736 0.406
C -0.457 2.641 3.372 -0.196
C 0.276 -2.730 -0.486 -0.015
H 3.669 0.167 3.474 -0.105
C 0.857 -2.639 0.904 0.242
O -1.901 0.135 -3.422 -0.634
B 3.144 1.212 3.178 0.069
N 2.010 0.922 0.736 -0.721
C 0.966 4.545 3.576 -0.178
N -0.116 2.511 2.081 0.525
C 1.305 4.387 2.242 -0.738
O 0.842 -1.436 1.380 -0.761
H 1.394 5.348 4.157 0.416
H -1.508 -2.496 -3.853 0.542
O -0.690 -4.887 -3.229 -0.501
C 0.742 3.368 1.508 0.011
H -0.310 -5.671 -2.814 0.307
H -0.242 3.733 5.169 0.399
O 1.252 -3.646 1.442 -0.656
O -0.700 1.529 1.389 -0.729
C 2.526 1.023 1.777 0.494
```

Output
total charge	0
HOMO	-9.267	eV

(b)
A structure of composition C13H11BIrN3O6. Source: OMol25; level of theory: ωB97M-V with the def2-TZVPD basis set.

Structure (XYZ):
```
35
Properties=species:S:1:pos:R:3:mulliken_charge:R:1
O -2.272 -3.084 -2.515 -0.616
H 0.790 0.742 5.518 0.395
N -0.319 0.905 0.345 -0.683
C 2.454 0.275 -1.683 0.369
H 0.161 2.935 2.776 -0.134
H -1.590 1.484 5.573 0.398
H -3.105 0.806 3.706 0.407
C -0.281 -1.769 -4.277 -0.516
C -1.465 -2.343 -2.020 0.371
O 0.913 -1.225 -6.207 -0.499
C 0.806 -1.113 -4.874 1.089
H 0.164 4.105 1.135 -0.113
O 2.033 0.119 -0.454 -0.679
H 1.566 -0.639 3.542 0.454
O 0.177 -1.400 1.711 -0.706
H 1.687 -0.748 -6.530 0.307
H 2.620 0.057 -4.539 0.457
O 3.475 0.813 -2.031 -0.643
H -2.151 -0.615 1.849 0.455
Ir 0.204 -0.834 -0.308 1.195
C -0.425 -1.655 -2.918 0.234
C 0.098 0.462 4.739 -0.712
C -0.355 1.920 0.892 0.405
C -1.581 -0.267 2.697 -0.012
C 0.554 -0.291 3.679 -0.115
N -0.289 -0.635 2.697 0.477
N 0.457 -0.920 -2.234 -0.087
C 1.744 -0.411 -4.108 -0.449
C 1.534 -0.338 -2.752 -0.068
C -1.224 0.872 4.761 -0.135
H -0.971 -2.362 -4.860 0.558
C -2.070 0.502 3.728 -0.694
B -0.406 3.241 1.748 0.106
O -1.358 -2.076 -0.730 -0.702
H -1.576 3.485 1.946 -0.113
```

Output
total charge	0
HOMO	-9.383	eV

Which structure is most stable? (b), by 114.9 kJ/mol over the runner-up.

(a)
A cluster of 2 separate species, C11H19N2O in total. Source: OMol25; level of theory: ωB97M-V with the def2-TZVPD basis set.

Structure (XYZ):
```
33
Properties=species:S:1:pos:R:3:mulliken_charge:R:1
H -1.188 0.793 -2.453 0.399
H -3.375 1.351 -1.568 0.322
N -0.339 3.035 1.839 -0.489
C -1.580 -1.765 0.921 -1.319
H -0.877 -2.141 1.663 0.451
H -1.439 2.817 -0.690 0.480
C -1.227 1.952 -0.091 -0.866
H 3.287 -3.216 -0.978 0.443
C -0.801 0.254 -1.624 -0.632
H -0.794 -0.889 -1.737 0.308
N -1.576 0.597 -0.505 0.426
H -3.484 1.001 0.215 0.391
H 0.145 2.858 2.701 0.221
C -0.623 0.561 1.567 -0.429
C 2.387 -1.757 0.232 -0.337
H -1.130 -2.335 -0.030 0.198
H 1.683 -3.082 -1.706 0.231
H -3.341 -0.352 -0.787 0.402
O 1.693 -0.506 0.169 -0.297
H -0.235 3.830 1.258 0.225
H 3.303 -1.589 0.711 0.429
H -2.565 -1.983 1.240 0.393
C -1.258 -0.308 0.743 0.108
H -0.173 0.275 2.471 0.496
C -3.050 0.673 -0.729 -0.938
H 3.966 2.074 -0.551 0.385
H 1.819 -2.403 0.986 0.219
C -0.691 1.950 1.149 0.663
C 3.150 1.527 -0.079 -0.022
H 0.264 0.477 -1.392 0.176
C 2.413 0.607 0.099 -0.283
C 2.542 -2.461 -1.108 -1.035
H 3.094 -1.845 -1.936 0.280
```

Output
total charge	+1
HOMO	-11.920	eV

(b)
The ion C11H19N2O with charge +1. Source: OMol25; level of theory: ωB97M-V with the def2-TZVPD basis set.

Structure (XYZ):
```
33
Properties=species:S:1:pos:R:3:mulliken_charge:R:1
C -3.558 -0.203 0.503 -1.442
H 2.950 -0.818 -0.944 0.430
C 0.196 -0.280 -1.756 -0.085
H 2.295 -2.737 0.477 0.336
H 0.306 2.228 2.413 0.283
C 0.447 2.167 0.523 0.129
H -4.242 -0.581 -0.294 0.318
H 0.697 -2.688 1.125 0.504
H 1.661 3.144 1.719 0.282
H 1.626 1.289 -2.274 0.277
H 1.372 -0.372 1.522 0.770
H -1.454 -1.617 -0.230 0.403
C 0.467 1.125 -2.433 -0.478
H 3.431 -0.493 0.856 0.539
C 1.438 -0.602 0.527 0.693
N 0.983 2.360 1.679 -0.335
C -1.146 -0.775 0.275 -0.863
C 2.839 -0.300 0.024 -1.937
H 2.894 0.732 -0.103 0.419
C -2.174 0.309 0.070 -0.364
H -1.199 -0.972 1.406 0.501
O 0.098 -1.159 -2.563 -0.486
H 0.270 0.856 -3.517 0.396
C -0.113 2.336 -1.827 -0.541
C 0.209 -0.381 -0.272 0.481
H -0.834 2.881 -2.273 0.484
H -2.040 1.191 0.563 0.360
H -2.116 0.622 -0.909 0.484
H -3.541 -1.068 1.249 0.301
H 0.864 -2.543 -0.601 0.387
H -4.258 0.483 0.991 0.401
N 0.055 2.544 -0.584 -0.074
C 1.265 -2.174 0.438 -1.573
```

Output
structure (SMILES)	CCC/C(=C(\[O-])CC=[N+]=C=[NH2+])C(C)C
total charge	+1
HOMO (spin up / spin down)	-11.415 / -12.064	eV

Which structure is most stable? (a), by 93.4 kJ/mol over the runner-up.